## one
The molecule C4H9N3. Source: the OMol25 dataset; level of theory: ωB97M-V with the def2-TZVPD basis set.

XYZ file:
```
16
Properties=species:S:1:pos:R:3:lowdin_charge:R:1
C -1.90 -0.29 -0.77 -0.123
C -1.48 0.42 0.50 -0.113
N 0.17 1.09 0.44 0.004
C 1.34 0.41 0.35 -0.408
C 2.01 -0.52 1.12 -0.088
N 3.12 -0.52 0.21 -0.069
N 2.36 0.36 -0.73 0.013
H -2.21 0.35 -1.62 0.074
H -1.05 -0.86 -1.02 0.041
H -2.68 -1.11 -0.54 0.101
H -1.93 1.39 0.71 0.082
H -1.53 -0.21 1.38 0.083
H 0.24 2.12 0.17 0.122
H 1.75 -1.04 1.98 0.067
H 3.54 -1.37 -0.24 0.113
H 2.79 0.94 -1.43 0.101
```

## Properties
- E_LUMO (eV) = 1.1
- HOMO-LUMO gap (eV) = 8.11
- structure (SMILES) = CCNc1c[nH][nH]1

## two
The molecule C4H9N3. Source: the OMol25 dataset; level of theory: ωB97M-V with the def2-TZVPD basis set.

XYZ file:
```
16
Properties=species:S:1:pos:R:3:lowdin_charge:R:1
C -0.04 1.66 -0.18 -0.171
N -1.25 1.33 0.02 -0.001
N -1.91 0.14 -0.23 -0.078
C -1.06 -0.90 0.11 -0.252
C 0.37 -1.16 -0.42 -0.159
C 1.32 -0.25 0.21 -0.439
N 1.23 0.92 -0.27 -0.059
H 0.09 2.83 -0.22 0.136
H -2.84 0.12 0.01 0.089
H -1.91 -1.62 -0.02 0.125
H -0.80 -0.80 1.28 0.144
H 0.75 -2.24 -0.38 0.140
H 0.60 -0.94 -1.53 0.143
H 2.28 -0.41 -0.01 0.088
H 1.33 -0.27 1.35 0.150
H 1.83 1.57 0.28 0.144
```

## Properties
- E_LUMO (eV) = 1.0
- HOMO-LUMO gap (eV) = 9.07
- structure (SMILES) = C1=NNCCCN1

Result of the stability comparison: one is the least stable of them.

## one
A structure of composition C4H9N3. Source: the OMol25 dataset; level of theory: ωB97M-V with the def2-TZVPD basis set.

XYZ file:
```
16
Properties=species:S:1:pos:R:3:lowdin_charge:R:1
C -2.23 0.98 0.02 -0.040
C -0.98 0.40 -0.14 -0.405
C 2.62 0.23 -0.18 -0.103
C 1.21 -0.36 -0.37 -0.329
N -2.89 -0.24 0.12 0.001
N -1.63 -0.91 -0.10 0.033
N 0.28 0.67 0.05 0.037
H -2.55 1.93 -0.15 0.075
H 2.63 1.04 0.62 0.081
H 3.18 -0.65 0.14 0.061
H 2.96 0.68 -1.13 0.071
H 1.09 -0.58 -1.37 0.086
H 1.19 -1.23 0.16 0.060
H -3.66 -0.51 -0.50 0.132
H -1.44 -1.57 0.63 0.104
H 0.21 0.13 2.18 0.137
```

## Properties
- E_LUMO (alpha / beta) (eV) = -0.5 / -0.2
- HOMO-LUMO gap (alpha / beta) (eV) = 8.54 / 7.56

## two
The molecule C4H9N3. Source: the OMol25 dataset; level of theory: ωB97M-V with the def2-TZVPD basis set.

XYZ file:
```
16
Properties=species:S:1:pos:R:3:lowdin_charge:R:1
C -1.18 -2.02 0.44 -0.048
C -0.22 -0.89 0.37 -0.358
N 0.49 -0.50 1.37 0.071
N 1.40 0.39 0.93 -0.089
N 1.12 0.80 -0.41 -0.154
C 0.19 2.09 -0.39 -0.053
C 0.31 -0.31 -0.92 -0.151
H -0.80 -2.87 -0.13 0.081
H -2.14 -1.74 0.01 0.074
H -1.32 -2.34 1.47 0.074
H 1.57 1.15 1.57 0.119
H -0.77 2.04 0.12 0.070
H 0.06 2.34 -1.44 0.067
H 0.81 2.87 0.08 0.067
H -0.48 0.01 -1.60 0.113
H 0.95 -1.02 -1.46 0.117
```

## Properties
- E_LUMO (eV) = 1.0
- HOMO-LUMO gap (eV) = 8.92
- structure (SMILES) = CC1=NNN(C)C1

Result of the stability comparison: one is the least stable of them.

## one
The molecule C4H9N3. Source: the OMol25 dataset; level of theory: ωB97M-V with the def2-TZVPD basis set.

XYZ file:
```
16
Properties=species:S:1:pos:R:3:lowdin_charge:R:1
C 0.61 1.16 -0.74 -0.130
N 0.09 0.75 0.50 -0.247
C 1.14 0.15 1.36 -0.071
N -0.87 -0.35 0.41 -0.140
C -0.51 -1.50 -0.46 -0.094
C -2.26 0.28 -0.09 -0.174
N -3.21 0.91 -0.24 0.113
H -0.17 1.23 -1.46 0.069
H 1.14 2.13 -0.66 0.103
H 1.31 0.36 -1.11 0.090
H 2.00 -0.15 0.76 0.073
H 1.55 0.98 1.97 0.102
H 0.62 -0.60 1.84 0.058
H 0.33 -1.94 -0.01 0.059
H -1.41 -2.23 -0.60 0.126
H -0.36 -1.20 -1.49 0.064
```

## Properties
- E_LUMO (eV) = 0.7
- HOMO-LUMO gap (eV) = 10.24
- structure (SMILES) = CN(C)N(C)C#N

## two
The molecule C4H9N3. Source: the OMol25 dataset; level of theory: ωB97M-V with the def2-TZVPD basis set.

XYZ file:
```
16
Properties=species:S:1:pos:R:3:lowdin_charge:R:1
C -1.75 0.89 -0.47 -0.184
N -2.15 -0.14 0.69 -0.132
N -1.31 -1.28 0.28 -0.060
C -0.22 -1.20 -0.29 -0.234
N 0.82 -0.06 -0.32 -0.114
C 2.31 -0.38 -0.12 -0.128
C 1.64 0.57 0.80 -0.099
H -2.59 1.85 -0.31 0.100
H -0.62 1.25 -0.17 0.077
H -1.84 0.56 -1.73 0.135
H -3.24 -0.65 0.70 0.178
H 0.23 -2.13 -0.66 0.111
H 2.70 -1.14 0.42 0.060
H 3.02 -0.05 -0.85 0.089
H 1.77 1.57 0.31 0.117
H 1.22 0.34 1.71 0.082
```

## Properties
- E_LUMO (eV) = 1.1
- HOMO-LUMO gap (eV) = 9.40
- structure (SMILES) = CN/N=C\N1CC1

## three
The molecule C4H9N3. Source: the OMol25 dataset; level of theory: ωB97M-V with the def2-TZVPD basis set.

XYZ file:
```
16
Properties=species:S:1:pos:R:3:lowdin_charge:R:1
C -1.41 -1.01 -1.13 0.030
C -0.35 -0.75 -0.35 -0.384
N 0.79 -1.55 -0.36 0.078
C -0.27 0.45 0.51 -0.326
N -1.41 0.69 1.32 0.070
C 0.81 1.23 0.59 -0.171
N 2.05 1.00 -0.01 0.024
H -1.46 -1.90 -1.73 0.047
H -2.24 -0.34 -1.20 0.048
H 1.29 -1.59 0.52 0.105
H 0.66 -2.46 -0.79 0.096
H -1.49 1.64 1.62 0.074
H -2.26 0.37 0.88 0.068
H 0.79 2.11 1.22 0.109
H 2.02 0.26 -0.70 0.055
H 2.48 1.84 -0.38 0.078
```

## Properties
- E_LUMO (eV) = 1.1
- HOMO-LUMO gap (eV) = 8.14
- structure (SMILES) = C=C(N)/C(N)=C\N

## four
The molecule C4H9N3. Source: the OMol25 dataset; level of theory: ωB97M-V with the def2-TZVPD basis set.

XYZ file:
```
16
Properties=species:S:1:pos:R:3:lowdin_charge:R:1
C -2.04 -0.99 0.12 -0.077
C -1.21 0.17 -0.29 -0.141
N 0.24 -0.23 -1.05 0.080
C 1.10 -0.73 0.00 -0.315
N 2.52 -0.44 -0.14 0.064
C 0.12 0.43 0.24 -0.449
N 0.65 1.78 0.31 0.065
H -1.48 -1.92 0.20 0.076
H -2.85 -1.15 -0.60 0.077
H -2.50 -0.79 1.10 0.082
H -1.77 1.00 -0.71 0.132
H 0.87 -1.71 0.41 0.120
H 2.97 -0.46 0.77 0.078
H 2.62 0.51 -0.48 0.063
H 0.77 2.13 -0.64 0.076
H -0.02 2.40 0.77 0.068
```

## Properties
- E_LUMO (eV) = 1.1
- HOMO-LUMO gap (eV) = 10.02
- structure (SMILES) = C[C@@H]1N2[C@@H](N)[C@]12N

Result of the stability comparison: two is the least stable of them.